# 1
Computed, not measured: C32H38AsBF2N5PtTe as an isolated structure, with ωB97M-V with the def2-TZVPD basis set.

Last column: Löwdin charge in e.
Cartesian coordinates (Å):
Pt1 -1.31839 0.05391 0.26278  1.0267
C1 3.55674 -2.13218 -4.25943  -0.0420
C2 2.87712 -1.49178 -3.08207  -0.2656
C3 3.40294 -1.59529 -1.79034  -0.0225
C4 2.75672 -1.06125 -0.69766  -0.0309
C5 1.54211 -0.35681 -0.82017  -0.2756
N1 0.83527 0.10996 0.26873  -0.1127
C6 1.52784 0.64760 1.33866  -0.3101
C7 2.69305 1.41547 1.17994  -0.0053
C8 3.31842 2.01660 2.24966  -0.0179
C9 2.80887 1.92435 3.54699  -0.2633
C10 3.45939 2.63526 4.69918  -0.0428
C11 1.65649 1.18019 3.72026  0.0129
C12 1.04774 0.53617 2.64732  -0.1986
N2 -0.10267 -0.26756 2.94726  -0.0555
C13 -0.25398 -1.02474 4.03936  -0.0319
C14 -1.57209 -1.43343 4.12233  -0.0099
C15 -2.18014 -0.87680 3.01257  -0.1285
N3 -1.30022 -0.14996 2.30615  -0.2007
C16 1.05157 -0.22323 -2.12812  -0.1558
C17 1.68820 -0.80152 -3.22584  -0.0008
N4 -0.11316 0.56104 -2.40131  -0.0332
C18 -0.27493 1.35330 -3.47044  -0.0192
C19 -1.58939 1.76499 -3.52074  -0.0277
C20 -2.17715 1.20252 -2.40025  -0.1269
N5 -1.29490 0.43656 -1.74287  -0.1269
H1 4.62930 -2.21791 -4.09302  0.0817
H2 3.39929 -1.55544 -5.17015  0.0813
H3 3.16968 -3.13805 -4.43528  0.0868
H4 4.33518 -2.12641 -1.64043  0.1221
H5 3.18138 -1.18145 0.29007  0.1229
H6 3.09039 1.54902 0.18297  0.1231
H7 4.21210 2.60242 2.07252  0.1204
H8 4.50911 2.83593 4.49143  0.0799
H9 3.40120 2.04515 5.61343  0.0807
H10 2.97215 3.59278 4.89279  0.0880
H11 1.20630 1.10133 4.70273  0.1269
H12 0.58177 -1.20207 4.69372  0.1462
H13 -2.02457 -2.03519 4.88936  0.1175
H14 -3.21281 -0.91698 2.70855  0.1199
H15 1.23940 -0.69951 -4.20740  0.1268
H16 0.55302 1.54715 -4.12964  0.1450
H17 -2.05009 2.40487 -4.25119  0.1225
H18 -3.19216 1.28894 -2.05030  0.1273
Te1 -1.42032 2.61645 1.29915  1.1730
C21 -1.15917 4.28956 0.03710  -0.6038
C22 -1.05721 4.26810 -1.34406  -0.1391
C23 -0.90123 5.45201 -2.05222  -0.0806
C24 -0.84923 6.66422 -1.38352  -0.0865
C25 -0.94845 6.68376 -0.00166  -0.0810
C26 -1.09725 5.50197 0.71022  -0.1760
H19 -1.09627 3.33723 -1.86906  0.0428
H20 -0.82276 5.42803 -3.13267  0.1042
H21 -0.73046 7.58752 -1.93399  0.1055
H22 -0.90776 7.62446 0.53135  0.1081
H23 -1.16845 5.53443 1.79259  0.0880
F1 -4.02606 -1.15104 -0.08317  0.1363
B1 -3.37323 -0.02385 0.23777  -0.9234
F2 -4.18631 0.98361 0.50787  0.1411
C27 -2.54224 -2.47065 -2.86516  -0.1373
C28 -1.22120 -2.79239 -2.17600  -0.3823
As1 -1.21076 -2.49981 -0.24399  1.2194
C29 -2.59371 -3.79970 0.23243  -0.3837
C30 -2.79129 -4.06756 1.71747  -0.1369
C31 0.44478 -3.44130 0.18180  -0.3730
C32 1.03518 -3.19460 1.56365  -0.1411
H24 -2.45019 -2.61791 -3.94132  0.0808
H25 -2.84950 -1.43881 -2.69411  0.0459
H26 -3.34621 -3.11796 -2.51645  0.0695
H27 -0.39534 -2.21378 -2.59090  0.0417
H28 -0.97027 -3.84844 -2.30629  0.0834
H29 -2.28620 -4.70855 -0.29046  0.0819
H30 -3.51839 -3.44748 -0.21921  0.0565
H31 -1.87283 -4.40588 2.19948  0.0662
H32 -3.54395 -4.84286 1.86060  0.0826
H33 -3.13744 -3.17675 2.23666  0.0440
H34 1.15158 -3.13756 -0.59289  0.0562
H35 0.21296 -4.49719 0.02219  0.0810
H36 1.33362 -2.15089 1.67287  0.0428
H37 1.92082 -3.81320 1.71026  0.0836
H38 0.32864 -3.43114 2.36152  0.0562

Forces on the atoms, in the same order (eV/Å):
Pt 0.1374 0.4280 0.4121
C -0.0084 -0.0275 -0.0200
C -0.0230 0.0124 -0.0039
C -0.0181 0.0043 -0.0098
C -0.0485 0.1034 -0.0333
C -0.0545 -0.0128 -0.0867
N 0.0283 -0.0801 -0.0930
C -0.0030 0.0846 0.0776
C -0.1022 -0.0621 -0.0118
C -0.0284 0.0202 0.0582
C -0.0090 -0.0616 -0.0403
C -0.0026 0.0302 0.0289
C 0.0392 -0.0051 -0.0134
C 0.0671 -0.0581 -0.0824
N -0.1203 0.1219 -0.0305
C -0.0230 0.0262 0.0678
C 0.0594 0.0417 0.0635
C -0.0337 0.3812 0.0579
N 0.2039 -0.8904 -0.1746
C 0.0617 -0.0234 0.2183
C 0.0982 0.0011 0.0475
N -0.0290 -0.0560 0.0609
C -0.0454 -0.1200 -0.2030
C -0.0116 -0.0792 -0.1206
C -0.0844 -0.4666 -0.1369
N 0.0801 0.7611 0.1944
H 0.0099 0.0075 -0.0061
H 0.0055 0.0000 -0.0090
H 0.0107 -0.0035 -0.0009
H 0.0132 -0.0102 -0.0020
H 0.0183 0.0132 0.0217
H 0.0114 -0.0049 -0.0275
H 0.0137 0.0065 0.0067
H 0.0095 -0.0023 0.0069
H 0.0039 0.0036 0.0093
H 0.0028 0.0049 -0.0026
H 0.0044 0.0248 0.0155
H 0.0119 -0.0006 0.0086
H 0.0006 -0.0164 0.0041
H 0.0186 -0.0912 -0.0669
H -0.0004 -0.0239 -0.0057
H 0.0111 0.0256 0.0046
H 0.0038 0.0291 0.0074
H 0.0149 0.1038 0.0763
Te -0.1624 -0.2550 -0.0113
C 0.0711 -0.2691 -0.2263
C 0.0610 0.2131 0.1063
C 0.0012 -0.0076 -0.0295
C 0.0023 0.0239 -0.0595
C 0.0091 0.0127 0.1135
C -0.0349 0.0938 0.1194
H 0.0462 -0.1354 -0.0921
H 0.0031 -0.0218 0.0072
H -0.0033 0.0057 -0.0003
H 0.0021 0.0036 0.0134
H 0.0015 0.0352 -0.0165
F 0.0410 0.0026 -0.0178
B -0.1434 0.0888 -0.0363
F -0.0449 -0.0230 -0.0044
C -0.0218 0.0133 0.0477
C -0.0489 0.0073 -0.0275
As -0.0323 0.1465 -0.2995
C -0.0238 0.0759 0.1419
C 0.0487 -0.0107 -0.0204
C 0.0303 0.0552 0.0419
C -0.0593 0.0662 -0.0122
H 0.0052 -0.0019 -0.0127
H 0.0010 -0.0561 -0.0198
H -0.0092 -0.0009 -0.0010
H -0.0624 -0.0611 0.0299
H 0.0316 0.0075 0.0072
H 0.0065 0.0039 -0.0144
H 0.0197 -0.0250 -0.0182
H -0.0004 0.0081 0.0035
H 0.0055 -0.0145 -0.0089
H -0.0204 -0.0235 0.0126
H -0.0193 -0.0412 0.0052
H 0.0080 -0.0058 0.0197
H -0.0117 -0.0316 0.0018
H 0.0043 -0.0139 0.0002
H 0.0047 -0.0048 -0.0105

Computed properties:
- M (g mol⁻¹) = 939.10
- energy relative to the best compared isomer or geometry (same formula, charge and spin) (kcal/mol) = 42.3
- charge = +1
- gap between HOMO and LUMO (eV) = 5.999



# 2
Computed, not measured: a 2-piece molecular cluster, C2H10N4O2 overall, with ωB97M-V with the def2-TZVPD basis set.

Last column: Löwdin charge in e.
Cartesian coordinates (Å):
H1 -1.41807 -0.38599 -2.09670  0.0090
N1 -1.41651 -1.08672 -1.47196  0.0977
N2 -1.86801 -0.81262 -0.35982  -0.0608
O1 -2.35181 0.46550 -0.33191  -0.1927
C1 -2.95373 1.04346 0.84819  -0.0521
H2 -3.90293 0.45023 0.88227  0.0945
H3 -3.18449 1.98734 0.60111  0.0371
H4 -2.49906 0.91474 1.84341  0.0905
C2 2.39861 0.25322 -1.41372  -0.0980
O2 1.22284 -0.05480 -0.62113  -0.2434
N3 1.59324 -0.93300 0.43037  -0.1552
N4 1.75650 -0.21346 1.66999  -0.0153
H5 3.29978 0.61352 -0.90688  0.0766
H6 1.97680 0.84212 -2.16874  0.0594
H7 2.91413 -0.59669 -1.88553  0.0753
H8 0.75459 -1.57782 0.56481  0.1233
H9 0.98308 -0.47157 2.27247  0.0527
H10 2.69502 -0.43746 2.14378  0.1014

Forces on the atoms, in the same order (eV/Å):
H -0.3169 3.8538 -2.8285
N -0.0189 -4.1004 4.3024
N 0.1594 -0.3644 -0.6410
O 0.8202 1.9336 -0.3958
C -1.1281 -5.7473 0.6227
H 0.2959 0.8117 0.5639
H -0.4291 3.4384 -0.7917
H 0.6184 0.1067 -0.7690
C 0.3782 -1.7548 0.8040
O 1.3865 0.0114 0.1992
N -0.5120 -1.2641 0.9610
N 1.0864 -0.4510 0.0919
H -0.8191 1.0799 0.6415
H -0.0221 1.3507 -1.0505
H -1.0611 -0.6362 -0.0847
H 1.3356 1.3357 -0.6450
H 0.2978 0.2472 0.2615
H -2.0710 0.1493 -1.2417

Computed properties:
- M (g mol⁻¹) = 122.13
- energy relative to the best compared isomer or geometry (same formula, charge and spin) (kcal/mol) = 168.5
- charge = 0
- gap between HOMO and LUMO (eV) = 10.007



# 3
Computed, not measured: an isolated molecule of C3H7NO, with ωB97M-V with the def2-TZVPD basis set.

Last column: Löwdin charge in e.
Cartesian coordinates (Å):
C1 0.89922 -1.59271 0.03295  -0.1303
N1 0.89263 -0.06427 -0.20744  -0.0609
C2 -0.53422 0.23702 -0.47186  -0.4816
O1 -0.98235 -0.07605 -1.53560  0.1257
C3 -1.26066 1.00211 0.60037  0.0069
H1 1.46533 0.34433 -0.96499  0.1598
H2 0.72149 -1.98810 -0.97546  -0.0104
H3 1.95866 -1.79392 0.26576  -0.0169
H4 1.18260 0.35936 0.67186  0.1376
H5 -1.57439 0.32555 1.39751  0.0953
H6 -2.14019 1.46469 0.15054  0.0910
H7 -0.62813 1.78199 1.03635  0.0836

Forces on the atoms, in the same order (eV/Å):
C 0.3327 -0.0463 -0.1553
N -0.0431 0.3311 0.0509
C -0.2124 0.0737 -0.4418
O 0.2689 0.2720 0.4404
C -0.0384 -0.0550 0.0003
H -0.1086 -0.2242 0.0154
H -0.0507 -0.0293 0.1770
H -0.2491 -0.0366 0.1060
H -0.0439 -0.0127 -0.1563
H 0.0855 -0.0113 -0.0525
H 0.0911 -0.1321 0.0740
H -0.0321 -0.1293 -0.0580

Computed properties:
- M (g mol⁻¹) = 73.09
- energy relative to the best compared isomer or geometry (same formula, charge and spin) (kcal/mol) = 87.4
- charge = 0
- gap between HOMO and LUMO (eV) = 7.537



# 4
Computed, not measured: an isolated ion of composition C9H17NOP and charge +1, with ωB97M-V with the def2-TZVPD basis set.

Last column: Löwdin charge in e.
Cartesian coordinates (Å):
C1 -2.52774 1.02852 0.98898  -0.0358
C2 -1.67678 0.01695 0.33259  -0.2612
C3 -1.60462 -1.28330 0.73646  -0.0207
C4 -0.93661 -2.30180 -0.14411  -0.0332
C5 -0.01548 -1.90033 -0.99770  -0.0954
C6 0.21069 -0.47080 -1.15424  -0.2857
P1 1.39336 0.25533 0.17340  0.7099
C7 1.30074 -0.32143 1.87721  -0.1331
C8 3.02727 -0.12388 -0.45258  -0.1574
O1 1.07962 1.71497 0.15871  -0.3237
C9 -1.12677 0.31149 -1.07551  -0.2377
N1 -0.89581 1.77728 -1.37981  0.1759
H1 -1.97871 1.89336 1.33595  0.0881
H2 -3.03826 0.58208 1.74330  0.0520
H3 -3.25707 1.61798 0.31157  0.1318
H4 -1.98641 -1.62945 1.74719  0.1487
H5 -1.14050 -3.30396 -0.12316  0.0888
H6 0.44208 -2.55360 -1.57679  0.0740
H7 0.58723 -0.22363 -2.13390  0.1296
H8 2.25691 -0.80793 2.03468  0.0372
H9 1.43441 0.66276 2.50664  0.1202
H10 0.51300 -0.97789 2.22727  0.0450
H11 3.71933 -0.43798 0.34583  0.0567
H12 2.90558 -0.90888 -1.23705  0.0686
H13 3.45733 0.91792 -0.80997  0.1160
H14 -1.94624 -0.01907 -1.80994  0.1929
H15 0.06247 1.88153 -0.75321  0.0615
H16 -1.58922 2.27184 -0.80707  0.1348
H17 -0.64853 2.02027 -2.31539  0.1522

Forces on the atoms, in the same order (eV/Å):
C 0.4238 2.6896 -2.6359
C -0.5232 -0.9817 -0.9189
C 0.0675 -0.0819 0.0826
C -0.1057 2.7338 1.0954
C -2.0631 2.1353 1.8840
C -0.2391 1.7540 0.2496
P -0.6451 -1.0149 -0.5198
C 1.2309 1.3921 1.0137
C 0.9816 1.4435 -0.4507
O -0.2101 1.5852 -0.2412
C -0.9996 -1.0763 -0.5218
N 0.9013 -1.4314 3.4285
H 0.6289 0.0560 0.7232
H -1.6878 -0.9011 2.3630
H 0.6479 -1.5978 0.5413
H 0.1764 0.6228 -1.4867
H -0.7718 -2.3479 0.6344
H 2.2548 -2.8924 -2.6519
H 0.9206 -0.0746 -0.3092
H 0.0801 -0.4678 0.1888
H -0.7749 -1.7829 -1.1718
H -0.1630 0.3012 -0.1439
H -0.3608 -0.1406 -0.3983
H 0.5980 0.7870 0.4386
H -0.9044 -2.2724 0.1653
H 1.4157 -0.0375 0.7665
H -0.1958 0.6381 -0.0300
H 0.0759 0.6214 -1.3062
H -0.7591 0.3414 -0.7887

Computed properties:
- M (g mol⁻¹) = 186.22
- energy relative to the best compared isomer or geometry (same formula, charge and spin) (kcal/mol) = 0.0
- charge = +1
- gap between HOMO and LUMO (eV) = 9.314



# 5
Computed, not measured: an isolated molecule of CH2Cl2OSi, with ωB97M-V with the def2-TZVPD basis set.

Last column: Löwdin charge in e.
Cartesian coordinates (Å):
O1 0.71065 1.39750 1.65289  -0.0301
C1 0.03970 1.23187 0.68358  -0.2819
Si1 0.08170 -0.76984 -0.48546  -0.2272
Cl1 0.89464 -2.32191 0.45703  0.3051
Cl2 -1.86352 -1.08458 -0.91344  0.2579
H1 -0.66434 1.98682 0.30630  0.0556
H2 0.80117 -0.43986 -1.70090  -0.0796

Forces on the atoms, in the same order (eV/Å):
O -0.1076 0.1792 -0.1698
C 0.4894 -2.8407 -0.6069
Si -0.1910 3.3953 1.0628
Cl 0.3555 -0.5352 0.4715
Cl -0.5716 -0.2156 -0.1690
H -0.1916 0.2105 -0.2037
H 0.2169 -0.1934 -0.3849

Computed properties:
- M (g mol⁻¹) = 129.02
- energy relative to the best compared isomer or geometry (same formula, charge and spin) (kcal/mol) = 2.6
- charge = 0
- gap between HOMO and LUMO (eV) = 9.378



# 6
Computed, not measured: an isolated molecule of C3H4N2O, with ωB97M-V with the def2-TZVPD basis set.

Last column: Löwdin charge in e.
Cartesian coordinates (Å):
O1 0.57021 -1.97665 0.02672  0.0652
C1 0.21946 -0.66500 -0.01224  -0.3872
C2 -0.77963 0.02809 -0.64974  -0.0190
C3 -0.56655 1.36776 -0.24470  -0.1753
N1 0.48962 1.49714 0.53983  0.0181
N2 0.94374 0.23868 0.69287  0.0242
H1 -0.11708 -2.46149 0.50233  0.1176
H2 -1.50614 -0.36373 -1.34543  0.0998
H3 -1.14691 2.24463 -0.50234  0.0982
H4 1.89328 0.09056 0.99270  0.1584

Forces on the atoms, in the same order (eV/Å):
O -0.1012 -0.0593 0.0162
C -0.0271 0.3655 0.0125
C 0.0159 -0.0915 0.0220
C 0.0186 0.1275 -0.0105
N -0.1589 -0.0363 -0.2582
N 0.1849 -0.1887 -0.1901
H 0.1293 0.0039 -0.1553
H -0.0221 0.0341 0.2286
H 0.0830 -0.1351 0.0152
H -0.1225 -0.0202 0.3197

Computed properties:
- M (g mol⁻¹) = 84.08
- energy relative to the best compared isomer or geometry (same formula, charge and spin) (kcal/mol) = 27.7
- charge = 0
- gap between HOMO and LUMO (eV) = 9.835



# 7
Computed, not measured: C12H23F3NO2P2Pb as an isolated structure, with ωB97M-V with the def2-TZVPD basis set.

Last column: Löwdin charge in e.
Cartesian coordinates (Å):
Pb1 -0.12725 -0.58829 1.92473  1.1564
P1 -2.39222 0.29518 0.74065  0.7376
C1 -2.13291 0.65567 -0.95914  -0.3143
C2 -0.87525 1.09322 -1.43290  -0.3801
N1 0.24775 0.79523 -0.67834  0.0263
C3 1.44133 1.20176 -1.10005  -0.3740
C4 1.62904 1.97282 -2.25138  -0.0466
C5 0.50038 2.29217 -3.03835  -0.0511
C6 -0.74266 1.84076 -2.63794  -0.0360
C7 2.65105 0.88796 -0.22252  -0.2695
P2 2.39793 -0.56681 0.86559  0.7891
H1 -1.65248 2.07949 -3.21483  0.1202
H2 2.63809 2.30395 -2.51276  0.1114
H3 0.63196 2.87317 -3.93522  0.1087
H4 3.51041 0.74863 -0.88769  0.1028
H5 2.87065 1.77248 0.39701  0.1070
H6 -2.21088 -1.43224 -2.64348  0.0222
H7 -2.96734 0.90382 -1.61223  0.0690
H8 -0.75595 -3.61446 -1.36343  0.0307
O1 -1.99145 -2.37669 -2.78636  -0.0727
H9 -2.54807 -2.61350 -3.55304  0.0592
H10 -0.40242 -2.37631 1.79994  -0.0264
O2 -0.42450 -3.94731 -0.49260  -0.0903
H11 0.50320 -3.66337 -0.46128  -0.0003
C8 2.86229 -1.97365 -0.24331  -0.2308
H12 3.90715 -1.90921 -0.59503  0.0689
H13 2.74721 -2.90869 0.33587  0.0527
H14 2.19367 -1.98968 -1.12590  0.0603
C9 3.70329 -0.52433 2.14299  -0.2431
H15 3.62160 -1.46037 2.71998  0.0581
H16 4.72046 -0.45945 1.72588  0.0685
H17 3.53197 0.33963 2.80553  0.0468
C10 -3.17788 1.70933 1.59448  -0.2346
H18 -4.16550 1.92076 1.15779  0.0662
H19 -3.30379 1.44683 2.65640  0.0495
H20 -2.53613 2.59842 1.49432  0.0493
C11 -3.51748 -1.14571 0.93338  -0.2548
H21 -3.67368 -1.28624 2.01721  0.0484
H22 -4.48987 -0.96276 0.45014  0.0628
H23 -3.03960 -2.04093 0.49780  0.0460
F1 -0.73392 1.88961 3.73562  0.0141
C12 0.17402 1.63755 2.70296  -0.5871
F2 -0.03284 2.66196 1.79264  0.0520
F3 1.41063 1.91963 3.25685  0.0275

Forces on the atoms, in the same order (eV/Å):
Pb -0.4898 1.2734 -2.3860
P -0.2995 -0.2427 -1.5971
C 0.1902 -0.1569 0.4636
C 0.6684 -0.1597 0.7500
N -0.5216 -0.1866 -0.2684
C 0.1346 0.7802 -0.5788
C 0.0978 -0.3765 0.3036
C -0.0120 -0.6566 0.8804
C 0.0671 0.1907 -0.3198
C -0.4246 0.4890 0.0677
P 0.9351 0.0113 -0.9461
H 0.6112 -0.1637 0.3676
H -0.4341 -0.1128 -0.0093
H -0.1032 0.1187 -0.1478
H 0.0345 -0.2431 0.3413
H -0.0685 -0.2787 -0.0048
H 0.3272 -0.5674 0.2111
H -0.2332 -0.1307 0.4544
H 0.1585 -0.2316 0.8081
O -0.6161 0.5709 -0.4736
H 0.4574 -0.0537 0.5036
H 0.2007 0.6674 0.6704
O 0.1317 0.7577 -0.6324
H -0.3958 -0.2805 -0.1825
C -0.5121 -0.2628 0.2880
H -0.4383 0.1992 0.2952
H 0.0639 0.2888 -0.3859
H 0.2783 0.0284 0.4693
C -0.1019 -0.0268 0.2041
H 0.0953 0.3910 -0.0736
H -0.4385 -0.0133 -0.0338
H 0.0640 -0.3705 -0.1782
C 0.1531 -0.2255 0.5302
H 0.3428 -0.1786 -0.0071
H -0.0318 0.3010 -0.2298
H -0.2568 -0.3834 0.0551
C 0.1614 0.2476 0.4095
H -0.1201 -0.1458 -0.4140
H 0.3784 -0.0359 0.1185
H -0.2228 0.4074 0.1517
F 0.9471 -0.7280 -1.4913
C 0.2121 2.5903 2.0316
F 0.1388 -2.2347 0.8510
F -1.1288 -0.8663 -0.8656

Computed properties:
- M (g mol⁻¹) = 539.46
- energy relative to the best compared isomer or geometry (same formula, charge and spin) (kcal/mol) = 38.1
- charge = +1
- gap between HOMO and LUMO (eV) = 4.474